Record 1
The molecule C16H14O3S at a distorted geometry. Source: the OMol25 dataset; level of theory: ωB97M-V/def2-TZVPD.

The maximum force is 4.28 eV/A. The calculation puts the energy above the lowest of the compared OMol25 structures with the same formula, charge and spin at 2.306 eV. The calculation puts the HOMO energy at -0.32767 Eh. The gap between HOMO and LUMO is 9.25 eV. As for the net charge: 0. As for the SMILES: CO[C@@]1(Sc2ccc(C)cc2)C(=O)Oc2ccccc21.

Structure (XYZ):
```
34
Properties=species:S:1:pos:R:3:lowdin_charge:R:1
S -0.18616 2.18146 1.40203 1.06
O 2.44012 3.13863 1.35403 -0.17
O 2.51989 1.08014 -1.13351 0.14
O 1.15400 2.75211 -1.62089 0.12
C 1.55760 2.12302 0.74635 -0.50
C 2.64355 0.49201 2.51541 0.00
C 2.94701 0.39274 0.04625 -0.11
C 3.84092 -0.71936 0.17149 0.01
C -2.79252 -1.05138 -0.40463 -0.27
C 4.11479 -1.27161 1.44404 -0.07
C 2.09340 4.47900 1.36221 -0.11
C -1.09194 0.95107 0.60320 -0.55
C -1.59630 1.04604 -0.69985 -0.04
C 1.73672 2.09020 -0.77428 -0.41
C -2.43615 0.00645 -1.22185 -0.02
C 3.49402 -0.64738 2.57276 -0.08
C 2.39314 0.97973 1.20637 -0.15
C -1.26991 -0.26465 1.31725 -0.09
C -2.22884 -1.11910 0.87276 -0.06
C -3.58193 -2.21100 -0.99671 -0.05
H 1.65583 4.73347 0.30178 0.12
H 4.83587 -2.02484 1.71427 0.10
H 3.62104 -0.98608 3.67259 0.12
H -2.25085 -1.96442 1.45570 0.08
H -3.58536 -3.10291 -0.28805 0.09
H -4.69069 -1.89318 -0.98542 0.11
H -0.81894 -0.39655 2.28222 0.10
H -3.25636 -2.47133 -1.96875 0.06
H 4.44476 -1.16889 -0.64320 0.12
H -2.90955 0.13232 -2.18934 0.11
H 2.88016 5.21742 1.54174 0.09
H -1.32385 1.94510 -1.12378 0.07
H 1.24690 4.47152 2.06859 0.07
H 2.39164 1.07232 3.39124 0.12
```

***

Record 2
A structure of composition C16H15AsN5RhS4. Source: the OMol25 dataset; level of theory: ωB97M-V/def2-TZVPD.

The maximum force is 0.44 eV/A. The calculation puts the HOMO energy at -0.24278 Eh. The gap between HOMO and LUMO is 5.87 eV. As for the net charge: 0.

Structure (XYZ):
```
42
Properties=species:S:1:pos:R:3:lowdin_charge:R:1
Rh 0.10082 -0.24603 -0.06483 0.50
As 0.36716 0.98329 2.96133 -0.47
S 1.02590 -0.92656 1.90548 0.08
S -1.52475 0.84453 3.81318 -0.07
S 0.11667 1.82392 0.83196 0.19
S 1.94706 1.85829 3.95815 -0.11
N 1.79984 0.24612 -1.09002 -0.01
N 2.64829 1.35774 -2.79641 0.18
N -1.86111 -0.58410 0.41310 0.01
N -0.83382 0.49762 -1.87955 -0.15
N -3.94560 0.02751 0.03690 0.18
C -3.39314 -2.62763 3.10395 -0.07
C -2.65435 0.15427 -0.32834 -0.31
C 1.52903 0.99473 -2.13458 -0.31
C 5.10008 0.88556 -2.33497 -0.02
C -4.72142 -2.23315 2.87040 -0.08
C 3.73051 0.81759 -2.10847 -0.17
C -5.04687 -1.34086 1.87071 -0.02
C 5.36085 -0.45163 -0.32068 -0.07
C -2.13083 1.04567 -1.41794 -0.13
C 0.13212 1.46205 -2.44354 -0.13
C 4.00107 -0.52178 -0.10369 0.00
C -2.34819 -2.13817 2.35275 -0.05
C 5.90246 0.23525 -1.41985 -0.08
C 3.18382 0.12201 -1.02925 -0.19
C -2.66807 -1.23881 1.33957 -0.24
C -3.98821 -0.85800 1.10974 -0.18
H -1.93621 2.02726 -0.98166 0.09
H -1.31655 -2.38895 2.55161 0.07
H 3.56843 -1.01409 0.75608 0.06
H -0.99658 -0.25312 -2.54244 0.14
H 5.51665 1.42609 -3.17434 0.11
H -0.01554 2.41525 -1.93141 0.10
H -0.00496 1.61890 -3.51712 0.13
H 6.97656 0.26501 -1.54496 0.10
H 2.69131 1.94644 -3.60925 0.17
H 6.03206 -0.92606 0.38220 0.11
H -4.72459 0.52007 -0.36239 0.17
H -6.06809 -1.03007 1.69508 0.11
H -5.50750 -2.63247 3.49736 0.10
H -2.85839 1.14944 -2.22815 0.13
H -3.18594 -3.31311 3.91431 0.11
```

***

Record 3
A structure of composition C16H15Br2IN3Ru at a distorted geometry. Source: the OMol25 dataset; level of theory: ωB97M-V/def2-TZVPD.

The maximum force is 4.66 eV/A. The calculation puts the energy above the lowest of the compared OMol25 structures with the same formula, charge and spin at 1.573 eV. The calculation puts the HOMO energy (alpha / beta) at -0.60715 / -0.60704 Eh. The gap between HOMO and LUMO (alpha / beta) is 2.74 / 2.76 eV. As for the net charge: +3.

Structure (XYZ):
```
38
Properties=species:S:1:pos:R:3:lowdin_charge:R:1
I -0.98840 0.02650 -6.47930 0.98
Ru 0.13160 0.09400 -0.24650 0.78
Br 2.40190 -0.91920 0.51420 0.73
Br 0.54520 0.79180 2.31510 0.78
N 0.57500 -0.04400 -2.50260 -0.10
N -1.62340 -1.56650 -0.24290 0.10
N 1.68540 -0.30930 -3.21560 0.01
C -3.60790 -0.06120 -0.30350 -0.05
C -3.53170 2.24130 -1.27830 0.03
C 0.07330 -0.08100 -4.68110 -0.71
C -3.70060 -2.25280 0.77920 0.04
C 1.43760 -0.34660 -4.52050 -0.07
C -2.88440 3.43270 -1.50200 0.04
C -1.48050 1.28260 -0.51210 -0.18
C -5.01270 0.01680 -0.14570 0.05
C -5.73650 -0.99990 0.43570 0.03
C -0.41300 0.10320 -3.37600 -0.20
C -1.53280 3.59330 -1.19140 0.05
C -5.08070 -2.13530 0.91900 0.07
C 2.31050 -0.03420 2.23960 -0.86
C -2.86860 1.11670 -0.71610 -0.09
C -2.96990 -1.27990 0.10900 -0.18
C -0.83740 2.49280 -0.69950 -0.11
H -1.41520 0.34150 -3.06480 0.10
H -3.21510 -3.15530 1.12660 0.14
H -4.57330 2.17080 -1.54250 0.13
H -5.64690 -2.94240 1.35820 0.15
H -5.53610 0.91480 -0.43310 0.13
H 2.18970 -0.54390 -5.26260 0.15
H 2.40980 -0.77400 3.03570 0.05
H -1.04090 4.54980 -1.31140 0.15
H 2.58940 -0.46410 -2.77690 0.17
H 0.22410 2.62190 -0.42770 0.12
H -1.56760 -1.74060 -1.25340 0.13
H -1.31290 -2.41220 0.25220 0.13
H -3.43430 4.27450 -1.90280 0.15
H -6.80810 -0.89930 0.53770 0.14
H 3.08650 0.73200 2.29800 0.05
```

***

Record 4
The molecule C16H15ClN6 at a distorted geometry. Source: the OMol25 dataset; level of theory: ωB97M-V/def2-TZVPD.

The maximum force is 2.36 eV/A. The calculation puts the energy above the lowest of the compared OMol25 structures with the same formula, charge and spin at 0.000 eV. The calculation puts the HOMO energy at -0.29055 Eh. The gap between HOMO and LUMO is 8.13 eV. As for the net charge: 0. As for the SMILES: CC(C)n1nc(-c2[nH]c3ncccc3c2Cl)c2c(N)nccc21.

Structure (XYZ):
```
38
Properties=species:S:1:pos:R:3:lowdin_charge:R:1
Cl -2.38900 -1.05590 -0.74060 0.66
N 1.42236 -1.57376 -0.26911 0.13
N 2.89267 0.73499 -1.19978 0.12
N -0.33075 2.14266 1.76567 -0.04
N -0.76315 0.96902 1.18808 0.18
N 2.10611 -3.73989 -1.15968 0.12
N 3.33381 2.61376 -0.07827 0.10
C 0.23207 0.51109 0.48661 -0.15
C 0.24545 -5.00469 -2.03859 -0.07
C -0.18655 -2.86358 -1.09765 -0.18
C -0.67598 -3.98573 -1.73685 -0.01
C -1.63147 4.18994 2.19001 -0.06
C 1.79077 3.58157 1.49969 -0.02
C 2.49584 1.59822 -0.21035 -0.36
C -0.44623 3.09898 4.05089 -0.05
C 2.99499 3.56743 0.80278 -0.13
C 1.31805 1.49375 0.47987 -0.06
C 0.93920 2.50604 1.31660 -0.15
C -1.14914 2.86363 2.70713 -0.39
C 1.60964 -4.85099 -1.76099 -0.14
C 0.25980 -0.86031 -0.05680 -0.20
C -0.75261 -1.62692 -0.57570 -0.55
C 1.17863 -2.81126 -0.83383 -0.27
H -0.12551 -5.92981 -2.45675 0.09
H 2.29558 -5.66346 -1.99558 0.10
H 1.61706 4.44942 2.14780 0.10
H -2.36207 4.01436 1.38598 0.09
H 0.40872 3.76743 3.98657 0.07
H -1.16581 3.50328 4.76297 0.08
H -2.11418 4.82316 2.96058 0.09
H -2.02657 2.23364 2.93312 0.15
H 3.66594 4.40295 0.92256 0.10
H -0.10057 2.13409 4.36868 0.08
H 2.33369 -1.24475 0.01387 0.15
H 3.60633 1.17832 -1.79078 0.11
H -1.72822 -4.14593 -1.93897 0.11
H 2.10963 0.30603 -1.71017 0.11
H -0.79983 4.78192 1.78970 0.07
```

***

Record 5
A structure of composition C16H15CuF5O18 at a distorted geometry. Source: the OMol25 dataset; level of theory: ωB97M-V/def2-TZVPD.

The maximum force is 7.99 eV/A. The spin multiplicity is 2. The calculation puts the HOMO energy (alpha / beta) at -0.25990 / -0.25645 Eh. The gap between HOMO and LUMO (alpha / beta) is 7.40 / 6.91 eV. As for the net charge: 0.

Structure (XYZ):
```
55
Properties=species:S:1:pos:R:3:lowdin_charge:R:1
Cu -1.28386 -1.62221 -0.90305 0.34
F -0.16297 -1.61092 5.35692 0.04
F 1.84421 3.65276 -1.85028 0.05
F -1.45044 4.01260 0.60439 0.03
F 3.81106 -5.63532 -1.44994 0.06
F 3.15732 2.59052 0.64161 0.04
O 1.49488 0.95196 2.40643 0.09
O 0.29504 0.04595 -2.07839 0.21
O 1.90956 1.53566 -2.58322 0.14
O -1.50813 -1.11169 3.60956 0.14
O 2.80822 -2.36336 -1.55250 0.07
O -1.87081 2.38352 -0.85434 0.14
O -0.14236 1.82827 -3.38720 0.09
O -2.25870 0.22017 -0.32754 0.21
O -3.60885 1.83861 0.42896 0.10
O -1.64674 -2.47665 -2.94891 0.01
O -1.79881 -2.03289 1.56411 0.21
O -2.24081 -3.72074 -1.28893 0.05
O -1.81069 -3.31790 3.39979 0.10
O 0.54015 -0.30456 0.80489 0.21
O -3.51732 -2.05638 -1.91223 0.01
O 0.71739 -2.59472 -0.79095 0.19
O 1.01605 1.88311 0.44377 0.11
O 1.95677 -4.40149 -1.33992 0.17
C 0.57845 2.97247 -3.76026 -0.07
C -2.55255 1.35721 -0.26667 -0.48
C -1.72401 -2.14128 2.73171 -0.51
C 0.62990 1.04801 -2.59038 -0.51
C 1.70547 -3.09364 -1.18735 -0.50
C 3.16269 -4.58725 -2.02888 -0.30
C 1.85922 2.77502 1.08652 -0.31
C -2.34472 3.60002 -0.38222 -0.28
C -2.66071 -2.94273 -2.27720 -0.78
C 0.95846 0.72641 1.17765 -0.50
C -3.68030 3.24612 0.23045 -0.06
C 1.78772 2.32028 2.54377 -0.07
C 3.88949 -3.26106 -1.80605 -0.05
C -1.47326 -1.60433 4.91244 -0.30
C -1.97399 -3.02922 4.78185 -0.06
C 1.89299 2.87127 -2.98026 -0.29
H 0.10055 3.91151 -3.46577 0.14
H 0.71538 3.04770 -4.83871 0.14
H -4.49192 3.38069 -0.49280 0.14
H 3.01670 -4.81766 -3.08362 0.17
H 4.34785 -2.92756 -2.73526 0.13
H -2.02043 -0.97248 5.60595 0.16
H 2.76550 2.48067 2.99209 0.14
H 1.04360 2.89614 3.09655 0.14
H -3.94115 3.82514 1.11162 0.14
H 4.61013 -3.30069 -0.99203 0.14
H -3.03584 -3.08211 5.04426 0.14
H 2.77554 3.13926 -3.55294 0.17
H -2.35523 4.41184 -1.10254 0.17
H -1.44240 -3.74231 5.40423 0.14
H 1.60670 3.79829 0.83084 0.16
```

***

Record 6
A structure of composition C16H15CuN5O5S2. Source: the OMol25 dataset; level of theory: ωB97M-V/def2-TZVPD.

The maximum force is 0.28 eV/A. The calculation puts the energy above the lowest of the compared OMol25 structures with the same formula, charge and spin at 0.000 eV. The spin multiplicity is 2. The calculation puts the HOMO energy (alpha / beta) at -0.31539 / -0.31524 Eh. The gap between HOMO and LUMO (alpha / beta) is 8.64 / 8.04 eV. As for the net charge: 0.

Structure (XYZ):
```
44
Properties=species:S:1:pos:R:3:lowdin_charge:R:1
Cu 0.24907 0.51736 1.03488 0.47
S 0.43042 -1.37933 2.35602 0.74
S -3.96578 -0.50984 -0.27531 1.12
O 0.18670 2.45160 0.99448 -0.10
O 2.16447 0.32277 0.79363 -0.18
O -1.56260 8.44287 1.08640 0.07
O 0.00085 1.94575 -1.16354 0.02
O -1.05570 6.90478 2.50162 0.08
N 2.80123 -0.34917 1.74050 -0.19
N -2.54573 1.37720 0.66458 0.07
N -1.70902 0.30164 0.53414 -0.07
N -1.21752 7.31100 1.36913 -0.35
N -1.64917 -1.92887 -0.20556 0.11
C -4.83195 2.15498 0.26550 -0.24
C -2.29197 -0.76642 0.06101 -0.68
C -3.74530 1.13123 0.29027 -0.58
C -0.99268 6.36568 0.25876 -0.14
C -0.61984 5.06780 0.55320 0.07
C -1.16787 6.81581 -1.03844 0.00
C -0.42120 4.18383 -0.49759 -0.11
C -0.96261 5.92310 -2.07781 -0.06
C -0.04665 2.75028 -0.23151 -0.63
C 4.24487 -1.76369 3.58047 -0.06
C -5.05041 2.71910 -1.13918 -0.09
C 4.87735 -0.82172 2.76831 -0.05
C -0.59432 4.61271 -1.80729 0.00
C 2.13870 -1.23741 2.52326 -0.62
C 4.12790 -0.12894 1.85887 0.00
C 2.89179 -1.96312 3.45419 -0.08
H -2.20867 -2.75576 -0.32192 0.10
H -5.34424 1.93637 -1.84027 0.07
H 2.36576 -2.67412 4.07440 0.11
H -1.09140 6.25237 -3.10024 0.11
H -4.13337 3.17812 -1.50877 0.08
H 5.93630 -0.62501 2.84126 0.11
H -0.49044 4.74256 1.57398 0.13
H -1.45782 7.84072 -1.21409 0.12
H 4.81092 -2.32713 4.30948 0.11
H 4.50438 0.61952 1.17922 0.14
H -4.52412 2.94530 0.95011 0.12
H -0.43507 3.89554 -2.60144 0.12
H -5.75675 1.72436 0.65447 0.11
H -5.83548 3.47435 -1.12851 0.07
H -0.76465 -2.06432 0.27365 0.02
```

***

Please write out number 4 again, unchanged.
The molecule C16H15ClN6 at a distorted geometry. Source: the OMol25 dataset; level of theory: ωB97M-V/def2-TZVPD.

The maximum force is 2.36 eV/A. The calculation puts the energy above the lowest of the compared OMol25 structures with the same formula, charge and spin at 0.000 eV. The calculation puts the HOMO energy at -0.29055 Eh. The gap between HOMO and LUMO is 8.13 eV. As for the net charge: 0. As for the SMILES: CC(C)n1nc(-c2[nH]c3ncccc3c2Cl)c2c(N)nccc21.

Structure (XYZ):
```
38
Properties=species:S:1:pos:R:3:lowdin_charge:R:1
Cl -2.38900 -1.05590 -0.74060 0.66
N 1.42236 -1.57376 -0.26911 0.13
N 2.89267 0.73499 -1.19978 0.12
N -0.33075 2.14266 1.76567 -0.04
N -0.76315 0.96902 1.18808 0.18
N 2.10611 -3.73989 -1.15968 0.12
N 3.33381 2.61376 -0.07827 0.10
C 0.23207 0.51109 0.48661 -0.15
C 0.24545 -5.00469 -2.03859 -0.07
C -0.18655 -2.86358 -1.09765 -0.18
C -0.67598 -3.98573 -1.73685 -0.01
C -1.63147 4.18994 2.19001 -0.06
C 1.79077 3.58157 1.49969 -0.02
C 2.49584 1.59822 -0.21035 -0.36
C -0.44623 3.09898 4.05089 -0.05
C 2.99499 3.56743 0.80278 -0.13
C 1.31805 1.49375 0.47987 -0.06
C 0.93920 2.50604 1.31660 -0.15
C -1.14914 2.86363 2.70713 -0.39
C 1.60964 -4.85099 -1.76099 -0.14
C 0.25980 -0.86031 -0.05680 -0.20
C -0.75261 -1.62692 -0.57570 -0.55
C 1.17863 -2.81126 -0.83383 -0.27
H -0.12551 -5.92981 -2.45675 0.09
H 2.29558 -5.66346 -1.99558 0.10
H 1.61706 4.44942 2.14780 0.10
H -2.36207 4.01436 1.38598 0.09
H 0.40872 3.76743 3.98657 0.07
H -1.16581 3.50328 4.76297 0.08
H -2.11418 4.82316 2.96058 0.09
H -2.02657 2.23364 2.93312 0.15
H 3.66594 4.40295 0.92256 0.10
H -0.10057 2.13409 4.36868 0.08
H 2.33369 -1.24475 0.01387 0.15
H 3.60633 1.17832 -1.79078 0.11
H -1.72822 -4.14593 -1.93897 0.11
H 2.10963 0.30603 -1.71017 0.11
H -0.79983 4.78192 1.78970 0.07
```